No. 1
{"formula": "C45H96F9N5O7", "method": "ωB97M-V/def2-TZVPD", "elements": ["C", "H", "H", "H", "F", "H", "O", "H", "H", "C", "C", "C", "C", "O", "H", "N", "C", "H", "H", "H", "C", "H", "C", "H", "H", "H", "C", "N", "F", "C", "C", "H", "C", "H", "F", "H", "H", "C", "H", "H", "H", "C", "H", "C", "H", "H", "N", "F", "H", "H", "H", "H", "H", "H", "H", "H", "H", "H", "H", "H", "C", "F", "H", "H", "H", "H", "H", "H", "H", "C", "H", "H", "H", "H", "H", "H", "O", "C", "H", "H", "C", "C", "H", "H", "C", "H", "H", "C", "H", "H", "H", "C", "F", "H", "H", "C", "F", "H", "F", "C", "C", "C", "H", "H", "C", "H", "C", "C", "H", "H", "C", "H", "O", "H", "C", "H", "H", "C", "C", "H", "H", "H", "H", "H", "C", "H", "H", "H", "C", "H", "C", "F", "H", "H", "H", "H", "H", "H", "H", "H", "H", "H", "H", "C", "O", "C", "H", "C", "C", "H", "H", "C", "O", "H", "H", "N", "C", "C", "H", "N", "O", "C"], "coordinates": [[6.468, -4.420, 1.941], [4.656, 0.711, -1.940], [1.223, 1.885, -0.167], [-2.978, -2.058, 10.321], [2.304, 1.323, -9.066], [2.960, -5.632, 2.931], [-4.630, 2.181, 3.833], [2.302, 5.068, 0.398], [-5.178, -5.147, -7.314], [-2.451, -0.979, 7.828], [0.457, -0.322, -2.251], [-0.928, -0.334, 2.342], [-0.863, 1.451, -0.083], [-1.338, -0.819, 8.213], [2.075, 6.189, 4.131], [4.982, 0.501, -4.083], [-0.830, -2.914, -6.905], [2.458, -2.032, 1.858], [6.470, 1.958, -4.593], [3.219, 0.925, -5.270], [-3.298, 4.089, 3.842], [-3.345, -5.551, -3.960], [-3.737, -3.952, 9.517], [0.313, 2.415, 3.677], [1.363, -0.626, -1.730], [-6.025, -3.914, -5.366], [1.476, 6.986, 1.166], [-0.607, 0.010, -0.062], [-4.347, -0.041, 6.706], [-5.091, -4.463, -5.262], [-4.968, -1.434, -4.652], [-4.066, -0.859, -4.864], [4.241, 0.244, -2.836], [-1.731, 1.564, 0.587], [-7.366, 0.985, 3.116], [-0.792, 5.700, 0.669], [5.801, 0.010, -6.731], [0.687, 0.327, -7.629], [-0.695, 0.729, 2.413], [0.176, 2.768, 5.431], [-4.079, -4.733, -2.560], [-2.939, -2.648, 9.406], [-3.151, -4.750, 9.969], [-5.040, 0.973, 3.492], [-2.098, -3.597, -2.071], [-3.359, 4.172, 4.932], [-4.117, -3.719, -4.425], [-6.672, -0.514, 4.468], [-0.900, 1.618, 4.760], [3.741, -1.795, -3.442], [-4.533, -3.788, 10.244], [-4.125, -2.318, -2.904], [0.587, 0.760, -2.367], [-4.146, 4.694, 3.524], [2.581, -3.946, 3.090], [-1.159, -3.434, -6.004], [0.937, 5.750, -0.439], [-1.317, 1.784, -1.022], [-5.292, -5.404, -4.735], [-1.062, -0.981, -6.019], [-0.818, 6.358, 1.546], [-2.437, -0.238, 5.590], [2.393, 7.324, 1.652], [-3.225, 2.545, 2.265], [0.345, -0.716, -3.261], [0.103, 3.282, -0.084], [-1.668, -0.534, 3.118], [0.446, -1.623, -5.761], [-1.188, 8.401, 1.965], [-1.368, -0.748, 0.923], [3.546, 2.889, -3.833], [-1.904, -2.963, 9.239], [6.035, 2.023, -3.024], [1.414, -3.796, 1.007], [5.132, -3.057, 2.983], [1.028, -0.949, 6.130], [0.744, 1.000, -6.642], [-4.790, -2.609, -3.720], [-2.496, 7.735, 1.028], [0.904, 4.444, 1.900], [-1.415, 7.700, 1.155], [4.196, -1.275, -2.599], [2.426, 4.428, 3.995], [5.004, 3.977, -3.911], [-3.018, 0.009, 6.757], [3.138, -1.141, 0.545], [-1.695, -0.162, -1.886], [2.772, -4.735, 2.340], [4.894, -2.815, 0.389], [-5.740, -0.725, -4.335], [5.114, -1.806, -2.347], [4.137, 0.319, -5.252], [-2.733, 1.254, 7.165], [3.229, 0.667, -2.765], [-5.743, -2.951, -3.298], [3.391, -1.883, 1.303], [1.005, -0.127, -9.955], [0.107, 4.860, 3.417], [0.229, 1.816, -9.397], [-6.461, 0.792, 4.113], [1.072, 0.849, -9.040], [5.560, 1.848, -3.995], [-1.590, 5.991, 2.223], [4.379, 3.172, -5.254], [5.134, -4.086, 2.612], [0.561, 2.341, 1.380], [-2.071, -4.055, -3.064], [-3.365, 2.664, 3.340], [7.260, -4.405, 2.688], [2.512, 6.426, -0.735], [1.572, -4.798, 1.413], [3.559, -1.464, -1.728], [1.918, 0.521, 4.237], [0.026, -0.807, 2.580], [4.570, 3.014, -4.183], [4.145, -1.465, 1.970], [-1.617, -3.331, -3.737], [0.860, 5.188, 2.700], [-4.436, -4.829, -6.581], [6.371, -5.416, 1.500], [-2.501, 2.135, 3.741], [-3.748, -5.662, -6.429], [0.674, -5.135, 1.927], [4.265, 0.240, -7.401], [-0.789, -0.560, -1.406], [-0.236, 0.243, 6.517], [1.406, 0.460, 7.122], [-1.400, -4.907, -2.928], [1.883, 6.013, 0.050], [6.748, -3.848, 1.053], [2.202, 5.346, 3.452], [-6.713, 1.534, 5.183], [-0.958, 8.183, 0.287], [-0.997, -1.631, -1.351], [-1.692, -2.807, -7.564], [1.110, 7.874, 0.653], [3.015, 5.615, 2.781], [-3.884, -3.946, -6.900], [1.693, -5.427, 0.528], [4.963, 1.644, -6.733], [3.349, -3.542, -0.110], [-2.446, -0.574, 0.791], [3.758, -0.703, -5.183], [0.122, 1.996, 4.660], [-4.408, 0.189, 2.857], [0.973, 0.810, 4.943], [-4.043, -4.229, 8.511], [-3.443, -4.596, -3.442], [3.932, -3.191, 0.743], [-5.362, -1.706, -5.638], [-2.305, 4.499, 3.659], [4.884, 0.571, -6.557], [-3.314, -1.856, 8.290], [5.124, -4.773, 3.460], [-0.107, -3.588, -7.365], [0.512, 6.515, 2.165], [0.334, 2.291, 0.317], [-0.300, -1.548, -6.560], [-1.064, -1.783, 0.777], [4.006, -4.310, 1.694], [0.255, -0.913, -7.708], [0.815, 0.108, 6.280]], "forces_ev_per_angstrom": [[-0.2, -0.4, -0.6], [0.9, 0.0, -0.4], [0.0, 0.2, -0.1], [0.0, 0.1, -0.1], [0.5, 0.4, 0.2], [0.0, -0.2, -0.4], [0.1, 0.1, -0.2], [0.2, 0.2, 0.1], [0.1, 0.1, -0.1], [-0.2, 0.4, 0.3], [-0.5, 1.1, 0.0], [0.3, 0.1, -0.2], [-1.0, -0.8, 1.2], [0.7, -0.1, 0.3], [0.1, -0.1, 0.2], [0.1, 1.5, 1.3], [-0.2, -0.2, -0.3], [0.1, 0.1, 0.2], [-0.5, -0.1, -0.8], [0.1, 0.3, 0.3], [0.2, 0.2, 0.7], [0.1, -0.1, 0.3], [-0.2, 1.0, 0.4], [0.0, 0.0, 0.0], [-0.1, -0.5, -0.2], [0.1, 0.1, -0.1], [1.3, 0.3, -0.4], [0.1, -0.6, -1.3], [-0.1, -0.3, -0.8], [1.0, -0.6, 0.7], [-0.9, 0.8, -0.8], [0.2, -0.2, 0.3], [0.2, -1.4, 0.3], [0.3, 0.6, 0.3], [0.4, 0.8, 0.7], [-0.1, -0.2, 0.1], [0.3, 0.3, 0.6], [-0.2, 0.0, 0.3], [-0.3, 0.1, -0.2], [0.4, -0.1, 0.1], [0.0, -0.2, 0.1], [1.7, -1.5, 0.5], [0.4, 0.1, -0.3], [0.5, 0.7, 0.8], [-0.1, 0.2, -0.1], [-0.1, -0.7, 0.0], [-0.7, 0.3, 0.5], [0.6, 0.9, 0.0], [-0.1, 0.3, -0.3], [0.0, 0.0, 0.0], [-0.6, -0.2, -0.6], [-0.2, 0.1, 0.2], [-0.1, 0.0, -0.1], [0.4, 0.2, -0.6], [-0.6, -0.2, 0.2], [-0.1, 0.3, 0.1], [0.2, -0.2, -0.3], [0.6, -0.2, -0.3], [-0.6, 0.1, 0.0], [-0.2, 0.5, -0.8], [-0.6, 1.1, -0.5], [-0.4, 0.2, -0.4], [-0.2, 0.0, 0.3], [-0.7, 0.2, -0.1], [0.3, -0.3, 0.1], [0.5, 0.2, 0.3], [0.0, -0.3, -0.1], [0.5, -0.1, -0.4], [-0.1, -0.1, 0.1], [0.6, 1.0, 0.8], [0.3, -0.2, 0.8], [0.1, 0.4, 0.2], [-0.4, -0.7, 0.4], [-0.3, 0.0, 0.1], [0.0, 0.0, 0.3], [0.0, 0.0, 0.1], [0.1, 0.2, -0.1], [0.9, -0.2, -0.5], [0.0, -0.4, -0.1], [0.1, -0.1, 0.1], [0.5, 1.3, 0.1], [-1.0, 0.0, 0.7], [0.3, 0.1, 0.0], [-0.1, -0.1, 0.6], [-0.3, -0.4, 1.7], [0.3, -0.1, -0.2], [0.1, 0.2, -0.1], [0.3, 1.5, 0.6], [0.4, -1.2, -0.2], [0.2, 0.0, 0.5], [0.4, 0.6, -0.3], [0.1, -0.5, -0.2], [0.5, 0.0, -0.4], [-0.3, -0.2, -0.8], [-0.1, 0.1, 0.1], [-0.9, 0.0, 0.6], [-0.1, 0.1, 0.0], [-0.2, 0.2, -0.1], [-0.1, 0.2, 0.0], [-0.8, -2.4, -0.7], [-0.2, -0.6, -0.1], [0.2, 0.8, 0.6], [0.7, -0.6, 0.4], [0.1, -0.2, -0.1], [0.2, -0.4, -0.7], [-0.3, -0.1, 0.1], [0.2, -0.5, 1.2], [0.6, 0.6, 0.5], [0.2, 0.0, -0.2], [0.2, 0.3, 0.3], [0.1, 0.1, -0.4], [-0.2, -0.1, -0.1], [-0.5, -0.1, -0.5], [-0.1, -0.2, 0.1], [0.2, 0.3, -1.9], [-0.3, 0.3, 0.1], [-0.3, -0.1, -0.3], [1.4, 0.9, 0.4], [-0.3, 0.1, 0.0], [0.1, -0.2, 0.5], [-0.4, -0.5, 0.4], [0.2, 0.1, -0.1], [0.0, 0.1, 0.1], [-0.3, 0.0, 0.2], [0.4, -0.3, 0.2], [0.1, -0.3, 0.6], [0.2, 0.4, -0.3], [0.2, 0.1, -0.2], [-1.3, -0.6, -0.1], [-0.1, 0.6, 0.4], [-0.8, -0.3, -0.2], [0.0, 0.1, -0.7], [-0.1, -0.3, -0.2], [0.3, -0.1, 0.3], [0.0, -0.2, -0.1], [-0.3, 0.1, 0.3], [0.1, -0.3, 0.0], [0.0, -0.2, -0.4], [0.3, -0.2, 0.2], [0.6, 0.0, 0.1], [0.1, 0.2, -0.1], [-0.1, -0.4, 0.0], [0.2, -0.1, -0.3], [-1.1, -0.2, 0.1], [-0.5, -0.5, -0.2], [2.9, 0.5, 1.1], [-0.4, -0.2, 0.2], [-0.2, 0.5, -1.4], [-0.8, 0.3, -0.1], [0.2, -0.5, 0.1], [-0.2, 0.3, -0.6], [-1.0, -0.3, -0.8], [-1.4, 0.2, -0.8], [-0.6, 0.1, 0.1], [0.2, 0.3, -0.2], [-1.3, -1.0, -0.5], [-0.3, 0.2, -0.7], [0.4, -0.5, 1.9], [-0.5, -0.2, 0.0], [1.6, -0.2, -0.6], [-0.4, -0.3, -0.5], [-1.4, -0.2, -0.8]], "lowdin_charge": [-0.10, 0.11, 0.08, 0.13, 0.18, 0.11, 0.03, 0.06, 0.07, -0.39, -0.07, -0.06, -0.25, 0.16, 0.08, -0.17, -0.06, 0.06, 0.11, 0.10, -0.05, 0.10, -0.05, 0.06, 0.06, 0.11, -0.25, -0.19, 0.18, -0.26, -0.09, 0.07, -0.25, 0.10, 0.14, 0.10, 0.08, -0.39, 0.04, 0.11, 0.12, -0.20, 0.08, -0.40, 0.05, 0.09, -0.20, 0.12, 0.05, 0.06, 0.07, 0.11, 0.07, 0.09, 0.11, 0.06, 0.06, 0.11, 0.11, 0.13, -0.27, 0.17, 0.10, 0.12, 0.06, 0.06, 0.06, 0.12, 0.08, -0.23, 0.07, 0.12, 0.10, 0.05, 0.10, 0.09, 0.16, -0.26, 0.07, 0.07, -0.10, -0.08, 0.07, 0.07, -0.54, 0.06, 0.11, -0.26, 0.10, 0.07, 0.07, -0.27, 0.17, 0.10, 0.12, -0.09, 0.16, 0.09, 0.18, -0.49, -0.56, -0.25, 0.09, 0.06, -0.26, 0.05, -0.08, -0.18, 0.07, 0.08, -0.09, 0.03, 0.06, 0.07, -0.09, 0.07, 0.06, -0.26, -0.08, 0.07, 0.09, 0.07, 0.07, 0.06, -0.26, 0.03, 0.10, 0.07, -0.08, 0.06, -0.07, 0.18, 0.06, 0.09, 0.08, 0.10, 0.06, 0.06, 0.08, 0.06, 0.10, 0.11, 0.10, -0.03, 0.17, -0.49, 0.08, -0.25, -0.26, 0.07, 0.05, -0.08, 0.05, 0.11, 0.09, -0.16, -0.06, -0.21, 0.11, -0.19, 0.05, -0.01], "smiles": "CCOC(=O)C(F)(F)F.CCOC(=O)C(F)(F)F.CCOC(=O)C(F)(F)F.CCN(CC)CC.CCN(CC)CC.CCN(CC)CC.CCN(CC)CC.CCN(CC)CC.CC(C)=O", "homo_energy_ev": -7.8, "relative_energy_kcal_mol": 0.0, "total_charge": 0, "total_energy_ha": -3471.322496}


No. 2
{"formula": "C5H11Cl", "method": "ωB97M-V/def2-TZVPD", "elements": ["C", "H", "C", "Cl", "H", "H", "C", "H", "H", "H", "H", "H", "H", "C", "H", "C", "H"], "coordinates": [[0.119, -0.602, 1.464], [0.717, -0.027, 2.128], [-0.008, 1.598, 0.022], [-2.646, 0.090, -0.028], [1.590, -1.399, -0.576], [-0.031, 2.014, -0.934], [0.064, -0.088, -0.028], [-1.231, -0.411, -1.737], [2.152, 0.352, -0.770], [-0.926, -0.492, 1.697], [0.410, -1.699, 1.469], [-1.294, -1.589, -0.471], [0.879, 1.894, 0.671], [-1.193, -0.539, -0.715], [1.143, -0.403, -1.940], [1.281, -0.455, -0.815], [-1.025, 1.755, 0.563]], "forces_ev_per_angstrom": [[-0.8, -1.2, -2.5], [0.6, 0.5, 0.3], [-0.8, -3.3, 3.9], [-1.8, 0.8, 0.4], [1.3, -2.4, 0.5], [0.2, 0.7, -1.6], [0.8, 4.0, 0.9], [0.2, 0.5, -2.1], [-1.6, -1.8, 0.7], [-0.3, -0.3, 1.1], [-0.3, 1.3, 0.2], [0.1, -0.6, -0.5], [-1.2, 0.0, -1.0], [0.6, -2.0, 2.1], [-0.4, -0.3, 1.1], [1.3, 3.8, -2.7], [2.1, 0.4, -0.8]], "nbo_charge": [-0.62, 0.22, -0.62, -0.05, 0.21, 0.20, -0.04, 0.22, 0.22, 0.22, 0.20, 0.21, 0.21, -0.39, 0.21, -0.61, 0.22], "smiles": "CC(C)(C)CCl", "homo_energy_ev": -10.1, "relative_energy_kcal_mol": 26.3, "total_charge": 0, "total_energy_ha": -657.258022}